(1)
DFT (ωB97M-V/def2-TZVPD) results for a cluster of 10 separate species, C36H52N8O2S2 in total in a non-equilibrium geometry.

Each line ends with the Löwdin charge.
Atoms and positions in Å:
C (-10.5473, 15.6275, -15.0193)  -0.26
S (-11.0441, 16.5370, -13.5045)  0.82
O (-12.1027, 17.5337, -13.8827)  -0.57
C (-11.9130, 15.1366, -12.7590)  -0.28
H (-10.1763, 16.3097, -15.7831)  0.05
H (-11.2787, 14.9670, -15.4755)  0.05
H (-9.6609, 15.1305, -14.6095)  0.04
H (-12.7129, 14.7434, -13.3903)  0.02
H (-12.3579, 15.4410, -11.8122)  0.03
H (-11.2254, 14.3095, -12.5626)  0.06
C (-15.5954, 11.1627, -15.2340)  -0.27
S (-14.4585, 11.5905, -13.8856)  0.85
O (-13.8732, 12.9560, -14.2377)  -0.58
C (-15.7913, 11.9692, -12.7119)  -0.27
H (-15.2586, 11.4980, -16.2128)  0.06
H (-16.6195, 11.4955, -15.0747)  0.05
H (-15.6510, 10.0719, -15.3139)  0.05
H (-16.5353, 11.1719, -12.6922)  0.05
H (-16.2131, 12.9326, -12.9887)  0.07
H (-15.3997, 12.0268, -11.6947)  0.03
N (-7.3133, 11.4527, -9.1857)  0.01
C (-8.4621, 10.8251, -8.7449)  -0.12
C (-9.3722, 11.8118, -8.4718)  -0.12
C (-8.8037, 13.0670, -8.7221)  -0.11
C (-7.5418, 12.8022, -9.2248)  -0.13
H (-6.5830, 10.9065, -9.5990)  0.14
H (-8.5302, 9.7657, -8.9379)  0.11
H (-10.3096, 11.6008, -7.9769)  0.07
H (-9.2782, 14.0285, -8.6192)  0.07
H (-6.8002, 13.3906, -9.7463)  0.11
N (-13.3532, 10.8549, -7.8119)  0.03
C (-12.7952, 11.8165, -6.9829)  -0.18
C (-12.6514, 12.9767, -7.7175)  -0.10
C (-13.1924, 12.7184, -9.0172)  -0.06
C (-13.6424, 11.4309, -8.9979)  -0.14
H (-13.6392, 9.9340, -7.5243)  0.12
H (-12.6280, 11.5468, -5.9510)  0.09
H (-12.2692, 13.9025, -7.3166)  0.08
H (-13.2316, 13.3932, -9.8542)  0.09
H (-14.0770, 10.8714, -9.8070)  0.08
N (-11.1579, 16.8363, -6.9888)  0.02
C (-12.4158, 16.7121, -7.5264)  -0.13
C (-12.2809, 16.1989, -8.7998)  -0.12
C (-10.8911, 16.1595, -9.0680)  -0.13
C (-10.2196, 16.5599, -7.9488)  -0.15
H (-10.9305, 17.0561, -6.0366)  0.14
H (-13.2923, 17.0090, -6.9758)  0.11
H (-13.0337, 15.8226, -9.4708)  0.08
H (-10.4720, 15.8170, -10.0018)  0.09
H (-9.1648, 16.5639, -7.7314)  0.11
N (-12.3582, 8.5179, -5.9669)  0.02
C (-12.6762, 7.5594, -6.8973)  -0.16
C (-13.0221, 6.3960, -6.2438)  -0.11
C (-13.1161, 6.7276, -4.8753)  -0.10
C (-12.6997, 8.0389, -4.7317)  -0.12
H (-12.0838, 9.4195, -6.3109)  0.11
H (-12.5951, 7.7725, -7.9517)  0.09
H (-13.2614, 5.4915, -6.7795)  0.09
H (-13.4478, 6.0752, -4.0853)  0.09
H (-12.6477, 8.6363, -3.8368)  0.10
N (-15.9669, 12.3406, -6.2680)  0.04
C (-16.5820, 12.7852, -5.1353)  -0.17
C (-17.9277, 12.6656, -5.2785)  -0.11
C (-18.1742, 12.1244, -6.5911)  -0.10
C (-16.9336, 11.8579, -7.1127)  -0.15
H (-14.9733, 12.2575, -6.3931)  0.10
H (-16.0246, 13.1499, -4.2883)  0.10
H (-18.6497, 12.8968, -4.5118)  0.09
H (-19.1521, 11.9959, -7.0190)  0.08
H (-16.7172, 11.4000, -8.0657)  0.09
N (-14.8445, 7.1753, -9.2567)  0.02
C (-15.4747, 8.3775, -9.5139)  -0.13
C (-15.0245, 8.8285, -10.7230)  -0.14
C (-13.9983, 7.9678, -11.1690)  -0.09
C (-13.8390, 7.0230, -10.1866)  -0.15
H (-15.0156, 6.6260, -8.4357)  0.13
H (-16.1848, 8.7995, -8.8205)  0.11
H (-15.3287, 9.7793, -11.1293)  0.06
H (-13.3560, 8.0871, -12.0249)  0.09
H (-13.1704, 6.1855, -10.0578)  0.11
N (-14.4141, 11.1262, -0.7930)  0.01
C (-15.4222, 10.5411, -1.5231)  -0.13
C (-15.1455, 10.7148, -2.8503)  -0.11
C (-13.9580, 11.5126, -2.9229)  -0.13
C (-13.5001, 11.6684, -1.6434)  -0.15
H (-14.3406, 11.0568, 0.2039)  0.14
H (-16.2244, 9.9956, -1.0579)  0.11
H (-15.7445, 10.4724, -3.7132)  0.09
H (-13.4024, 11.8919, -3.7660)  0.07
H (-12.5728, 12.1671, -1.4122)  0.11
N (-9.5351, 13.9138, -5.7408)  0.03
C (-10.2373, 14.1890, -4.6090)  -0.16
C (-9.3844, 14.7203, -3.6636)  -0.11
C (-8.1446, 14.8921, -4.3446)  -0.12
C (-8.2708, 14.4777, -5.6420)  -0.13
H (-9.9829, 13.5860, -6.5773)  0.09
H (-11.2919, 13.9712, -4.5361)  0.10
H (-9.6327, 15.1420, -2.7056)  0.09
H (-7.2936, 15.3854, -3.9001)  0.09
H (-7.5668, 14.4804, -6.4540)  0.10

**Charge**: 0
**Max |F|**: 0.0404 hartree/bohr
**Energy relative to the best compared isomer or geometry (same formula, charge and spin)**: 15.4 kcal/mol
**Kohn-Sham gap**: 0.3174 hartree

(2)
DFT (ωB97M-V/def2-TZVPD) results for a structure of composition C36H53DyN11S2Te in a non-equilibrium geometry.

Each line ends with the Löwdin spin population.
Atoms and positions in Å:
Dy (-1.7379, 0.1963, 0.8687)  5.07
C (1.9244, -1.0445, 1.6892)  0.00
C (1.5356, 0.3894, 1.7169)  0.00
N (0.2548, 0.8331, 1.7530)  -0.01
C (0.3048, 2.2591, 1.9642)  0.00
C (1.5956, 2.8013, 1.8296)  0.00
S (2.7199, 1.6021, 1.3376)  0.00
C (-0.8949, 2.9727, 2.4351)  0.00
C (-1.0273, 4.3432, 2.7774)  0.00
S (-2.6920, 4.8247, 3.1124)  0.00
C (-3.0768, 3.0950, 2.9172)  0.00
N (-2.0938, 2.2206, 2.5388)  -0.01
C (-4.3657, 2.6661, 3.5033)  0.00
H (1.9635, -1.4377, 0.6021)  0.00
H (1.1928, -1.6860, 2.1837)  0.00
H (2.9372, -1.1817, 2.1004)  0.00
H (1.8926, 3.8647, 2.0335)  0.00
H (-0.1820, 4.9959, 2.8660)  0.00
H (-5.1056, 3.4715, 3.4526)  0.00
H (-4.2332, 2.4078, 4.5622)  0.00
H (-4.6465, 1.7397, 2.9895)  0.00
C (-0.8215, -1.0321, 5.4595)  0.00
N (-1.8596, -1.1483, 4.4393)  0.00
C (-2.9456, -0.2907, 4.7060)  0.00
C (-1.8182, -2.1033, 3.4589)  0.00
N (-2.2164, -1.8076, 2.2037)  -0.01
C (-2.7627, -2.7497, 1.2911)  0.00
C (-3.9288, -3.4509, 1.7587)  0.00
C (-4.6266, -4.3411, 0.9505)  0.00
C (-4.1729, -4.4325, -0.4370)  0.00
C (-3.1031, -3.7319, -0.8926)  0.00
C (-2.4277, -2.7855, -0.0814)  0.00
N (-1.8627, -1.6186, -0.6639)  -0.01
C (-1.5155, -1.6569, -2.0430)  0.00
N (-0.5263, -2.5009, -2.4601)  0.00
C (-0.6163, -3.1149, -3.7751)  0.00
C (0.4104, -3.1307, -1.5412)  0.00
N (-2.0253, -0.6970, -2.8846)  0.00
C (-3.4343, -0.7684, -3.1792)  0.00
C (-1.1881, -0.1326, -3.8963)  0.00
N (-1.4686, -3.3493, 3.8450)  0.00
C (-0.9315, -4.3442, 2.9242)  0.00
C (-1.8990, -3.8597, 5.1548)  0.00
H (-0.8186, 0.0042, 5.8201)  0.00
H (0.1765, -1.1635, 4.9458)  0.00
H (-0.9857, -1.6465, 6.3330)  0.00
H (-2.8353, 0.1308, 5.7063)  0.00
H (-3.9410, -0.7163, 4.5458)  0.00
H (-2.9544, 0.5105, 3.9969)  0.00
H (-4.1540, -3.3107, 2.8329)  0.00
H (-5.4758, -4.9789, 1.2666)  0.00
H (-4.7982, -5.0521, -1.1174)  0.00
H (-2.8466, -3.9110, -1.9918)  0.00
H (-1.4808, -2.6516, -4.2551)  0.00
H (-0.8081, -4.2050, -3.7369)  0.00
H (0.3458, -2.9810, -4.3385)  0.00
H (0.7607, -2.3949, -0.8210)  0.00
H (1.1926, -3.5288, -2.2205)  0.00
H (-0.1231, -4.0530, -1.1811)  0.00
H (-3.6153, -1.3402, -4.0935)  0.00
H (-3.8771, 0.2042, -3.3085)  0.00
H (-3.9965, -1.2434, -2.3891)  0.00
H (-1.3937, -0.5239, -4.9124)  0.00
H (-0.1236, -0.2338, -3.5861)  0.00
H (-1.4939, 0.9419, -3.9244)  0.00
H (-0.5963, -5.1890, 3.5232)  0.00
H (-0.0558, -3.9028, 2.4397)  0.00
H (-1.7301, -4.5451, 2.1876)  0.00
H (-2.4316, -3.0918, 5.6572)  0.00
H (-0.9812, -4.1607, 5.6929)  0.00
H (-2.5401, -4.7969, 5.0122)  0.00
Te (3.8146, 2.1953, -2.6014)  0.00
C (4.8753, 2.0227, -4.4224)  0.00
C (5.0906, 3.2141, -5.1220)  0.00
C (5.7011, 3.2239, -6.3632)  0.00
C (6.0872, 2.0340, -6.9284)  0.00
C (5.8924, 0.8119, -6.2305)  0.00
C (5.3818, 0.8273, -4.9695)  0.00
C (5.5026, 3.1816, -1.7069)  0.00
C (5.8641, 4.5196, -2.0009)  0.00
C (6.8838, 5.1829, -1.4054)  0.00
C (7.6414, 4.4699, -0.4401)  0.00
C (7.2802, 3.1978, -0.0705)  0.00
C (6.2059, 2.5154, -0.6731)  0.00
H (4.7491, 4.1912, -4.7593)  0.00
H (5.8052, 4.1891, -6.8602)  0.00
H (6.5486, 2.0132, -7.9036)  0.00
H (6.1470, -0.0873, -6.6832)  0.00
H (5.3151, -0.0491, -4.3677)  0.00
H (5.3249, 5.1185, -2.8134)  0.00
H (7.2141, 6.1323, -1.7807)  0.00
H (8.4977, 4.9085, -0.0047)  0.00
H (7.8547, 2.7032, 0.7635)  0.00
H (5.9224, 1.5236, -0.4395)  0.00
N (-1.2500, 1.5949, -1.0896)  -0.01
N (-2.2000, 2.4521, -0.4753)  -0.01
H (-0.3118, 1.9711, -1.1448)  0.00
H (-1.4905, 1.1165, -1.9973)  0.00
H (-3.1135, 2.5440, -0.9917)  0.00
H (-1.7858, 3.3685, -0.1957)  0.00
N (-4.2918, 0.1018, 0.5000)  -0.01
H (-4.6689, -0.8007, 0.8058)  0.00
H (-4.7393, 0.3206, -0.3832)  0.00
H (-4.6924, 0.8343, 1.0998)  0.00

**Charge**: +3
**Max |F|**: 0.0759 hartree/bohr
**Multiplicity**: 6
**Kohn-Sham gap (spin up / spin down)**: 0.2049 / 0.2052 hartree

Question: Number 1 is which compound?
Answer: C36H52N8O2S2

Question: Among the records above, which one has the highest charge?
Answer: C36H53DyN11S2Te

Question: What is the max |F| in the second record?
Answer: 0.0759 hartree/bohr